Entry 1:
{
  "formula": "C55H60AsFNO4S2Ti",
  "method": "ωB97M-V/def2-TZVPD",
  "max_force_ha_per_bohr": 0.03210,
  "charge": 3,
  "energy_ha": -6468.286389,
  "relative_energy_kcal_mol": 13.87,
  "orbital_gap_ev": 6.7,
  "e_lumo_ev": -8.398,
  "species": ["Ti", "C", "C", "C", "C", "C", "C", "C", "C", "C", "C", "C", "C", "N", "C", "C", "C", "C", "C", "C", "F", "H", "H", "H", "H", "H", "H", "H", "H", "H", "H", "H", "H", "H", "H", "H", "H", "H", "H", "H", "H", "H", "C", "C", "C", "C", "C", "C", "C", "S", "O", "C", "C", "C", "C", "C", "C", "C", "C", "C", "C", "C", "C", "C", "C", "C", "C", "C", "C", "C", "C", "S", "O", "C", "C", "C", "C", "C", "C", "C", "H", "H", "H", "H", "H", "H", "H", "H", "H", "H", "H", "H", "H", "H", "H", "H", "H", "H", "H", "H", "H", "H", "H", "H", "H", "H", "O", "H", "H", "O", "H", "H", "C", "As", "C", "C", "H", "H", "H", "H", "H", "H", "H", "H", "H"],
  "positions_angstrom": [[0.689, 0.121, -0.066], [5.480, 0.092, 0.382], [4.426, -0.533, -0.541], [5.112, -0.925, -1.857], [3.710, -1.707, 0.112], [4.434, -2.564, 0.932], [3.835, -3.663, 1.526], [2.489, -3.918, 1.331], [1.708, -3.094, 0.527], [0.243, -3.423, 0.290], [-0.398, -4.171, 1.459], [0.049, -4.258, -0.983], [2.341, -1.996, -0.081], [1.566, -1.190, -1.002], [1.494, -1.598, -2.349], [2.167, -2.688, -2.894], [2.021, -2.975, -4.243], [1.210, -2.192, -5.056], [0.522, -1.106, -4.527], [0.689, -0.852, -3.190], [0.043, 0.201, -2.585], [5.762, 1.081, 0.021], [6.393, -0.503, 0.397], [5.164, 0.172, 1.428], [3.676, 0.231, -0.772], [5.794, -1.761, -1.692], [5.701, -0.089, -2.237], [4.403, -1.216, -2.627], [5.487, -2.383, 1.100], [4.424, -4.328, 2.144], [2.045, -4.782, 1.804], [-0.302, -2.478, 0.160], [-0.101, -5.220, 1.466], [-1.484, -4.147, 1.365], [-0.130, -3.743, 2.421], [0.714, -5.123, -0.969], [0.238, -3.697, -1.898], [-0.973, -4.642, -1.018], [2.790, -3.307, -2.262], [2.547, -3.820, -4.665], [1.105, -2.428, -6.106], [-0.121, -0.481, -5.132], [2.848, 3.456, 6.809], [2.301, 2.426, 5.869], [2.731, 1.103, 5.919], [2.207, 0.147, 5.061], [1.224, 0.523, 4.153], [0.780, 1.844, 4.070], [1.331, 2.782, 4.920], [0.588, -0.774, 3.156], [0.303, -0.070, 1.784], [-1.027, -1.156, 3.793], [-1.015, -2.394, 4.479], [-2.174, -2.902, 4.985], [-3.397, -2.221, 4.790], [-4.617, -2.763, 5.264], [-5.787, -2.083, 5.099], [-5.792, -0.823, 4.460], [-4.634, -0.273, 3.993], [-3.399, -0.963, 4.133], [-2.174, -0.408, 3.656], [-2.202, 1.020, 3.221], [-2.209, 2.012, 4.257], [-2.102, 1.672, 5.629], [-2.107, 2.646, 6.587], [-2.218, 4.006, 6.231], [-2.311, 4.365, 4.916], [-2.303, 3.381, 3.902], [-2.392, 3.750, 2.532], [-2.390, 2.805, 1.556], [-2.294, 1.440, 1.920], [-2.248, 0.241, 0.622], [-1.036, 0.810, -0.246], [-3.644, 0.700, -0.363], [-4.888, 0.360, 0.151], [-6.017, 0.684, -0.581], [-5.919, 1.330, -1.815], [-7.148, 1.699, -2.590], [-4.650, 1.636, -2.306], [-3.504, 1.327, -1.591], [3.720, 3.089, 7.344], [2.089, 3.728, 7.546], [3.122, 4.366, 6.276], [3.493, 0.816, 6.631], [2.561, -0.876, 5.097], [0.029, 2.133, 3.344], [0.997, 3.811, 4.864], [-0.084, -2.935, 4.598], [-2.170, -3.841, 5.522], [-4.602, -3.724, 5.762], [-6.715, -2.499, 5.466], [-6.725, -0.287, 4.350], [-4.655, 0.703, 3.527], [-2.021, 0.635, 5.925], [-2.032, 2.373, 7.631], [-2.235, 4.762, 7.004], [-2.400, 5.406, 4.633], [-2.472, 4.799, 2.278], [-2.475, 3.080, 0.513], [-4.982, -0.155, 1.101], [-6.993, 0.424, -0.192], [-8.004, 1.100, -2.287], [-6.993, 1.569, -3.660], [-7.398, 2.748, -2.420], [-4.558, 2.126, -3.268], [-2.525, 1.565, -1.982], [2.605, 1.005, 1.301], [2.432, 1.491, 2.119], [3.556, 0.832, 1.263], [-1.831, -1.705, -1.559], [-2.110, -2.627, -1.509], [-2.278, -1.358, -2.340], [2.547, 1.914, -2.999], [1.656, 2.242, -1.309], [0.204, 3.420, -1.808], [2.882, 3.455, -0.438], [3.048, 2.837, -3.288], [1.817, 1.649, -3.760], [3.283, 1.116, -2.910], [0.612, 4.252, -2.381], [-0.287, 3.799, -0.914], [-0.517, 2.879, -2.417], [3.057, 4.285, -1.122], [3.827, 2.959, -0.227], [2.455, 3.834, 0.488]],
  "forces_ev_per_angstrom": [[1.4, 0.3, 0.8], [0.0, 0.0, 0.0], [0.0, 0.0, 0.0], [0.0, 0.0, 0.1], [0.0, -0.1, 0.1], [0.0, 0.0, -0.1], [0.0, 0.0, 0.0], [0.0, 0.0, 0.0], [0.0, -0.1, 0.1], [-0.1, 0.0, 0.0], [0.0, 0.0, 0.0], [0.0, 0.0, -0.1], [0.2, 0.2, 0.0], [-0.1, -0.1, -0.2], [0.1, 0.0, -0.1], [0.1, 0.1, -0.1], [0.0, 0.0, 0.0], [0.0, 0.0, 0.0], [0.0, 0.0, 0.0], [0.0, 0.0, 0.0], [0.0, 0.0, 0.0], [0.0, 0.0, 0.0], [0.0, 0.0, 0.0], [0.0, 0.0, 0.0], [0.0, -0.1, -0.1], [0.0, 0.0, 0.0], [0.0, 0.0, 0.0], [-0.1, -0.1, -0.1], [0.0, 0.0, 0.0], [0.0, 0.0, 0.0], [0.0, 0.0, 0.0], [0.0, -0.1, 0.0], [0.0, 0.0, 0.0], [0.0, 0.0, 0.0], [0.0, 0.1, 0.1], [0.0, 0.0, 0.0], [-0.1, -0.1, 0.2], [0.0, 0.0, 0.0], [0.0, 0.0, 0.0], [0.0, 0.0, 0.0], [0.0, 0.0, 0.0], [0.0, 0.0, 0.0], [0.0, 0.0, 0.0], [0.0, 0.0, 0.0], [0.0, 0.0, 0.0], [0.0, 0.0, 0.0], [0.1, 0.1, 0.1], [0.2, 0.0, -0.2], [0.0, 0.0, 0.0], [-0.2, 0.2, 0.0], [-0.3, -0.4, 0.2], [0.1, -0.2, 0.0], [0.0, -0.1, -0.1], [0.0, 0.0, 0.0], [0.0, 0.0, 0.0], [0.0, 0.0, 0.0], [0.0, 0.0, 0.0], [0.0, 0.0, 0.0], [0.0, 0.0, 0.0], [0.0, 0.0, 0.0], [-0.1, 0.0, 0.0], [0.0, 0.0, 0.1], [-0.2, 0.0, 0.0], [0.0, 0.0, 0.0], [0.0, 0.0, 0.0], [0.0, 0.0, 0.0], [0.0, 0.0, 0.0], [-0.1, 0.0, 0.0], [0.0, 0.0, 0.0], [0.0, 0.0, 0.0], [-0.1, 0.0, -0.1], [-0.1, 0.3, 0.0], [-0.7, -0.3, -0.3], [0.0, -0.1, 0.0], [0.0, 0.0, 0.0], [0.0, 0.0, 0.0], [0.0, 0.0, 0.0], [0.0, 0.0, 0.0], [0.0, 0.0, 0.0], [0.0, 0.0, 0.0], [0.0, 0.0, 0.0], [0.0, 0.0, 0.0], [0.0, 0.0, 0.0], [0.0, 0.0, 0.0], [0.0, 0.0, 0.0], [0.2, 0.0, 0.0], [0.0, 0.0, 0.0], [0.0, 0.0, 0.0], [0.0, 0.0, 0.0], [0.0, 0.0, 0.0], [0.0, 0.0, 0.0], [0.0, 0.0, 0.0], [0.0, 0.0, 0.0], [0.0, 0.0, 0.0], [0.0, 0.0, 0.0], [0.0, 0.0, 0.0], [0.0, 0.0, 0.0], [0.0, 0.0, 0.0], [0.0, 0.0, 0.0], [0.0, 0.0, 0.0], [0.0, 0.0, 0.0], [0.0, 0.0, 0.0], [0.0, 0.0, 0.0], [0.0, 0.0, 0.0], [0.0, 0.0, 0.0], [0.0, 0.0, 0.0], [-0.3, -0.1, -0.1], [0.0, -0.1, 0.0], [0.0, 0.0, 0.0], [0.0, 0.0, 0.0], [0.0, 0.0, 0.0], [0.0, 0.0, 0.0], [0.0, 0.0, 0.0], [0.0, 0.3, -0.3], [0.0, 0.0, 0.0], [0.0, 0.0, 0.0], [0.0, 0.0, 0.0], [0.0, 0.0, 0.0], [0.0, 0.0, 0.0], [0.0, 0.0, 0.0], [0.0, 0.0, 0.0], [0.0, 0.0, 0.0], [0.0, 0.0, 0.0], [0.0, 0.0, 0.0], [0.0, 0.0, 0.0]],
  "lowdin_charge": [0.99, -0.06, -0.38, -0.03, -0.13, 0.00, -0.01, 0.00, -0.14, -0.36, -0.05, -0.03, -0.19, -0.05, -0.22, -0.02, -0.03, -0.03, 0.02, -0.23, -0.02, 0.09, 0.10, 0.08, 0.07, 0.10, 0.10, 0.07, 0.12, 0.13, 0.12, 0.09, 0.10, 0.10, 0.05, 0.11, 0.06, 0.09, 0.14, 0.13, 0.13, 0.14, -0.02, -0.23, 0.00, -0.05, -0.39, -0.07, 0.00, 1.20, -0.61, -0.30, -0.09, 0.02, -0.13, 0.00, -0.03, -0.03, -0.02, -0.10, -0.14, -0.16, -0.13, 0.00, -0.03, -0.03, -0.01, -0.15, 0.02, -0.04, -0.32, 1.19, -0.60, -0.39, -0.05, 0.00, -0.24, -0.02, 0.00, -0.07, 0.09, 0.10, 0.10, 0.13, 0.12, 0.11, 0.13, 0.11, 0.14, 0.13, 0.12, 0.12, 0.12, 0.13, 0.12, 0.12, 0.13, 0.13, 0.12, 0.11, 0.13, 0.09, 0.09, 0.10, 0.13, 0.10, -0.10, 0.07, 0.04, -0.05, 0.07, 0.07, -0.22, 1.12, -0.24, -0.24, 0.06, 0.04, 0.03, 0.06, 0.03, 0.03, 0.05, 0.03, 0.04]
}


Entry 2:
{
  "formula": "C55H62BF12N2O4SSi2TeW",
  "method": "ωB97M-V/def2-TZVPD",
  "spin_multiplicity": 3,
  "max_force_ha_per_bohr": 0.02447,
  "charge": -1,
  "energy_ha": -5079.293164,
  "s2": 2.013,
  "relative_energy_kcal_mol": 70.22,
  "orbital_gap_ev": [6.0, 6.6],
  "e_lumo_ev": [2.143, 2.129],
  "species": ["W", "C", "C", "C", "C", "C", "N", "C", "C", "C", "C", "C", "C", "C", "C", "O", "C", "F", "F", "F", "C", "F", "F", "F", "C", "C", "C", "O", "C", "F", "F", "F", "C", "F", "F", "F", "H", "H", "H", "H", "H", "H", "H", "H", "H", "H", "H", "H", "C", "C", "C", "C", "C", "C", "C", "C", "S", "C", "N", "C", "C", "C", "C", "C", "C", "C", "C", "H", "H", "H", "H", "H", "H", "H", "H", "H", "H", "H", "H", "H", "H", "H", "H", "C", "Si", "C", "C", "C", "Te", "C", "Si", "C", "C", "C", "H", "H", "H", "H", "H", "H", "H", "H", "H", "H", "H", "H", "H", "H", "H", "H", "H", "H", "H", "H", "H", "H", "C", "C", "C", "C", "C", "C", "C", "C", "O", "B", "O", "C", "C", "H", "H", "H", "H", "H", "H", "H", "H", "H", "H", "H", "H"],
  "positions_angstrom": [[0.327, 0.022, -0.107], [1.417, -4.467, 5.444], [0.984, -3.770, 4.187], [0.041, -4.328, 3.330], [-0.334, -3.674, 2.178], [0.217, -2.435, 1.795], [-0.111, -1.938, 0.533], [-0.137, -2.884, -0.513], [0.755, -3.971, -0.527], [0.782, -4.884, -1.554], [-0.089, -4.773, -2.637], [-0.056, -5.754, -3.774], [-0.975, -3.710, -2.635], [-1.005, -2.764, -1.612], [-1.983, -1.602, -1.641], [-1.467, -0.445, -1.141], [-3.224, -2.049, -0.795], [-2.921, -2.191, 0.499], [-3.731, -3.230, -1.201], [-4.233, -1.147, -0.866], [-2.546, -1.265, -3.068], [-3.501, -2.133, -3.494], [-3.119, -0.043, -3.059], [-1.600, -1.243, -4.015], [1.070, -1.805, 2.731], [1.460, -2.511, 3.866], [1.475, -0.331, 2.559], [0.489, 0.364, 1.909], [2.769, -0.220, 1.713], [3.095, 0.285, -0.703], [3.814, 1.726, 2.724], [3.677, -1.033, 2.396], [1.566, 0.362, 3.950], [1.498, 1.701, 3.836], [0.510, 0.006, 4.722], [2.684, 0.086, 4.658], [1.380, -5.552, 5.330], [0.777, -4.206, 6.291], [2.438, -4.195, 5.713], [-0.406, -5.287, 3.564], [-1.055, -4.132, 1.515], [1.427, -4.100, 0.309], [1.496, -5.699, -1.518], [-0.139, -6.784, -3.421], [0.876, -5.679, -4.339], [-0.876, -5.571, -4.466], [-1.666, -3.619, -3.462], [2.165, -2.049, 4.543], [-2.046, 3.321, -3.345], [-1.199, 4.585, -3.220], [-0.527, 4.843, -4.576], [-2.116, 5.763, -2.870], [-0.103, 4.438, -2.163], [0.796, 5.506, -1.950], [1.878, 5.406, -1.106], [2.092, 4.195, -0.445], [3.382, 3.723, 0.606], [2.677, 2.150, 0.739], [1.522, 1.996, 0.107], [1.185, 3.147, -0.601], [0.080, 3.269, -1.450], [3.502, 1.107, 1.512], [4.875, 0.801, 0.909], [5.337, -0.329, 0.353], [4.673, -1.604, -0.011], [3.353, -1.828, -0.073], [2.450, -0.660, 0.224], [-2.793, 3.462, -4.128], [-2.574, 3.088, -2.422], [-1.446, 2.450, -3.612], [-1.282, 4.921, -5.361], [0.149, 4.026, -4.831], [0.050, 5.768, -4.572], [-2.882, 5.882, -3.639], [-1.563, 6.700, -2.802], [-2.616, 5.598, -1.916], [0.648, 6.429, -2.494], [2.560, 6.235, -0.984], [-0.577, 2.416, -1.574], [5.570, 1.619, 1.060], [6.394, -0.307, 0.108], [5.350, -2.408, -0.278], [2.965, -2.791, -0.363], [0.343, 4.262, 2.756], [-1.522, 4.132, 2.803], [-2.158, 4.969, 4.369], [-2.225, 5.040, 1.315], [-2.081, 2.345, 2.882], [-2.147, 1.009, 1.207], [-3.647, 1.991, 0.054], [-5.419, 2.088, 0.661], [-6.283, 0.428, 0.596], [-6.295, 3.299, -0.489], [-5.600, 2.747, 2.416], [0.667, 5.055, 2.082], [0.772, 3.322, 2.419], [0.752, 4.463, 3.746], [-1.808, 5.999, 4.435], [-1.800, 4.439, 5.252], [-3.248, 4.981, 4.406], [-1.954, 6.097, 1.361], [-3.310, 4.971, 1.241], [-1.790, 4.636, 0.400], [-3.098, 2.317, 3.276], [-1.460, 1.806, 3.601], [-3.648, 1.411, -0.873], [-3.300, 2.993, -0.200], [-6.317, 0.023, -0.415], [-7.308, 0.544, 0.954], [-5.786, -0.312, 1.224], [-6.090, 3.068, -1.534], [-5.960, 4.321, -0.305], [-7.375, 3.270, -0.344], [-5.242, 2.041, 3.164], [-6.664, 2.907, 2.603], [-5.089, 3.696, 2.572], [2.668, -0.692, -8.987], [2.714, -1.592, -7.746], [4.100, -2.244, -7.655], [1.668, -2.695, -7.935], [2.463, -0.786, -6.470], [3.037, 0.477, -6.313], [2.891, 1.235, -5.151], [2.143, 0.685, -4.135], [1.834, 1.189, -2.909], [1.029, 0.216, -2.255], [0.881, -0.875, -3.143], [1.567, -0.568, -4.276], [1.711, -1.323, -5.418], [2.754, -1.300, -9.890], [3.484, 0.029, -9.003], [1.730, -0.139, -9.034], [4.321, -2.806, -8.566], [4.149, -2.927, -6.808], [4.875, -1.488, -7.520], [1.826, -3.187, -8.896], [0.656, -2.292, -7.919], [1.738, -3.460, -7.163], [3.629, 0.896, -7.116], [3.344, 2.212, -5.051], [1.239, -2.290, -5.474]],
  "forces_ev_per_angstrom": [[-0.8, -0.6, 0.7], [0.1, -0.1, 0.1], [0.0, 0.0, -0.1], [0.0, 0.0, 0.0], [0.0, 0.1, 0.0], [0.1, 0.0, 0.1], [0.2, -0.1, -0.2], [-0.1, 0.1, 0.0], [-0.1, 0.0, 0.0], [0.0, 0.0, -0.1], [-0.1, 0.1, 0.1], [0.0, -0.1, -0.1], [0.1, 0.0, 0.1], [0.1, 0.0, -0.1], [-0.1, -0.2, 0.1], [0.4, 0.4, -0.1], [-0.1, 0.0, 0.2], [0.0, 0.0, -0.2], [0.0, 0.1, 0.0], [0.2, -0.1, 0.0], [0.0, 0.1, -0.1], [0.2, 0.2, 0.0], [0.1, -0.3, -0.1], [-0.2, 0.1, 0.1], [-0.1, -0.1, -0.1], [0.0, 0.0, 0.0], [0.0, 0.0, -0.1], [0.1, 0.0, -0.3], [0.1, 0.1, 0.0], [-0.1, -0.1, -0.1], [0.0, 0.0, 0.2], [0.0, 0.0, 0.0], [0.0, 0.0, 0.2], [0.0, -0.3, 0.1], [0.2, 0.2, -0.1], [-0.3, 0.1, -0.1], [0.0, 0.0, 0.0], [0.0, 0.0, 0.0], [0.0, 0.0, 0.0], [0.0, 0.0, 0.0], [0.0, 0.0, 0.0], [0.0, 0.0, 0.0], [0.0, 0.0, 0.0], [0.0, 0.0, 0.0], [0.0, 0.0, 0.0], [0.0, 0.0, 0.0], [0.0, 0.0, 0.0], [0.0, 0.0, 0.0], [0.0, 0.0, 0.0], [0.1, 0.0, 0.1], [0.0, 0.0, 0.0], [0.0, 0.0, -0.1], [0.0, -0.1, 0.1], [0.0, 0.0, 0.0], [0.0, -0.1, 0.0], [-0.2, 0.1, 0.0], [-0.3, -0.1, -0.2], [-0.9, -0.1, -0.4], [1.0, 0.3, 0.2], [0.2, 0.0, 0.3], [0.0, 0.2, -0.1], [-0.1, 0.0, 0.0], [0.1, -0.2, -0.1], [0.0, 0.2, 0.1], [-0.1, 0.0, 0.0], [0.1, -0.1, 0.2], [0.1, 0.3, -0.3], [0.0, 0.0, 0.0], [0.0, 0.0, 0.1], [0.0, 0.0, 0.0], [0.0, 0.0, 0.0], [0.0, 0.0, 0.0], [0.0, 0.0, 0.0], [0.0, 0.0, 0.0], [0.0, 0.0, 0.0], [0.0, 0.0, 0.1], [0.0, 0.1, 0.0], [0.0, 0.0, 0.0], [0.0, 0.0, 0.1], [0.0, 0.0, 0.0], [0.0, 0.0, 0.0], [0.0, 0.0, 0.0], [0.0, 0.0, 0.0], [-0.1, 0.0, 0.0], [0.0, 0.1, -0.1], [0.0, -0.1, -0.1], [0.1, -0.1, 0.0], [-0.2, 0.1, 0.0], [-0.3, 0.1, 0.3], [-0.1, 0.2, -0.1], [0.0, 0.0, 0.0], [0.0, 0.1, 0.0], [0.0, -0.1, 0.1], [-0.1, 0.0, -0.1], [0.0, 0.1, 0.0], [0.0, 0.0, -0.1], [0.0, 0.0, 0.1], [0.0, 0.1, 0.0], [0.0, 0.0, 0.1], [-0.1, 0.0, 0.0], [0.0, 0.1, 0.0], [-0.1, 0.0, 0.0], [0.0, 0.0, -0.1], [0.0, 0.0, 0.1], [0.1, 0.0, 0.0], [0.0, 0.0, -0.1], [0.1, 0.0, 0.0], [0.0, 0.0, 0.0], [-0.1, 0.0, 0.0], [0.0, 0.0, 0.0], [0.0, 0.0, -0.1], [0.0, 0.1, 0.0], [-0.1, 0.0, 0.0], [0.0, -0.1, 0.0], [0.0, 0.0, 0.0], [0.1, 0.1, 0.0], [0.0, 0.0, 0.0], [0.0, 0.0, 0.0], [0.0, 0.0, 0.0], [0.0, 0.0, 0.0], [0.0, 0.0, 0.0], [0.0, 0.0, 0.0], [-0.1, 0.0, 0.1], [0.0, 0.0, 0.0], [-0.3, 0.1, -0.1], [0.6, -0.3, 0.2], [0.1, 0.1, 0.0], [0.0, 0.0, 0.0], [0.0, 0.1, 0.0], [0.0, 0.0, 0.0], [0.0, 0.0, 0.0], [0.0, 0.0, 0.0], [0.0, 0.0, 0.0], [0.0, 0.0, 0.0], [0.0, 0.0, 0.0], [0.0, 0.0, 0.0], [0.0, 0.0, 0.0], [0.0, 0.0, 0.1], [0.0, 0.0, 0.0], [0.0, 0.0, 0.0], [0.0, -0.1, 0.0]],
  "lowdin_charge": [1.51, -0.06, -0.28, -0.05, -0.03, -0.21, -0.08, -0.22, -0.04, -0.04, -0.27, -0.06, 0.02, -0.07, -0.33, -0.39, -0.53, 0.13, 0.15, 0.12, -0.51, 0.13, 0.14, 0.16, -0.05, 0.00, -0.35, -0.40, -0.25, -0.15, 0.02, 0.05, -0.51, 0.13, 0.14, 0.14, 0.07, 0.08, 0.07, 0.11, 0.12, 0.11, 0.11, 0.07, 0.07, 0.07, 0.11, 0.12, -0.04, -0.55, -0.04, -0.04, -0.16, -0.03, -0.07, -0.45, 1.17, -0.41, 0.02, -0.28, 0.03, -0.34, 0.00, -0.05, -0.06, 0.00, -0.24, 0.09, 0.07, 0.09, 0.08, 0.09, 0.07, 0.08, 0.07, 0.08, 0.11, 0.11, 0.08, 0.11, 0.10, 0.10, 0.09, -0.16, 0.43, -0.18, -0.17, -0.54, 1.47, -0.56, 0.42, -0.18, -0.18, -0.18, 0.03, 0.00, 0.04, 0.02, 0.03, 0.02, 0.04, 0.02, 0.01, -0.03, 0.00, -0.01, -0.02, 0.03, 0.03, 0.03, 0.03, 0.02, 0.02, 0.02, 0.03, 0.02, -0.06, -0.56, -0.05, -0.07, -0.18, -0.05, 0.02, -0.21, 0.12, -0.49, 0.12, -0.19, 0.07, 0.08, 0.07, 0.09, 0.08, 0.09, 0.08, 0.08, 0.09, 0.07, 0.10, 0.11, 0.11]
}